1.
87
Properties=species:S:1:pos:R:3 method="wB97M-V/def2-TZVPD" max_force_ha_per_bohr=0.0380 total_charge=0 smiles="CCOC(=O)C(F)(F)F.CCOC(=O)C(F)(F)F.CCOC(=O)C(F)(F)F.CCOS(C)(=O)=O.CCOS(C)(=O)=O.CCOS(C)(=O)=O" gap_ev=11.25 total_energy_ha=-4045.51105 homo_ev=-11.1
C 1.458 0.331 2.597
C 0.736 0.902 1.374
O -0.350 0.073 0.950
C -0.069 -0.952 0.158
O 1.023 -1.304 -0.153
C -1.327 -1.662 -0.392
F -2.413 -0.890 -0.312
F -1.120 -1.966 -1.664
F -1.545 -2.774 0.306
H 1.542 -0.749 2.471
H 0.881 0.544 3.495
H 2.464 0.719 2.746
H 1.351 1.127 0.505
H 0.276 1.852 1.649
C -1.824 5.751 2.896
C -0.662 4.932 2.404
O 0.296 5.798 1.779
C 1.389 6.122 2.406
O 1.758 5.761 3.486
C 2.317 7.008 1.514
F 3.418 6.312 1.218
F 1.724 7.389 0.396
F 2.694 8.082 2.209
H -2.720 5.188 3.168
H -2.167 6.517 2.202
H -1.581 6.246 3.841
H -0.940 4.129 1.723
H -0.143 4.407 3.210
C 4.060 3.417 2.703
C 4.506 3.197 1.281
O 3.835 2.001 0.814
C 4.261 1.493 -0.338
O 5.023 2.043 -1.067
C 3.566 0.180 -0.708
F 3.039 -0.392 0.358
F 2.617 0.429 -1.611
F 4.416 -0.645 -1.285
H 4.580 4.301 3.080
H 4.388 2.578 3.319
H 2.996 3.609 2.817
H 5.591 3.108 1.245
H 4.145 3.979 0.614
C 0.643 -5.616 -0.400
C -0.242 -5.858 -1.615
O -0.168 -7.288 -1.776
S -0.302 -7.906 -3.260
C -2.052 -7.667 -3.614
O 0.398 -7.011 -4.170
O 0.043 -9.297 -3.213
H 0.288 -6.265 0.404
H 0.589 -4.614 0.029
H 1.657 -5.878 -0.690
H -1.258 -5.513 -1.424
H 0.230 -5.306 -2.425
H -2.303 -6.622 -3.462
H -2.585 -8.301 -2.907
H -2.202 -7.986 -4.641
C -5.845 -2.680 1.259
C -4.693 -3.378 1.983
O -4.864 -4.794 1.821
S -3.877 -5.577 0.807
C -2.408 -5.798 1.813
O -4.527 -6.844 0.530
O -3.524 -4.687 -0.280
H -5.751 -2.794 0.181
H -5.784 -1.616 1.499
H -6.792 -3.101 1.589
H -3.743 -2.977 1.627
H -4.747 -3.171 3.053
H -2.399 -4.986 2.537
H -1.493 -5.728 1.232
H -2.438 -6.792 2.253
C 0.637 4.139 -5.110
C 0.073 4.820 -3.867
O 1.067 4.897 -2.851
S 0.707 4.194 -1.414
C 0.473 2.441 -1.788
O 1.921 4.355 -0.633
O -0.563 4.722 -0.996
H -0.082 4.216 -5.928
H 0.817 3.070 -4.974
H 1.594 4.537 -5.449
H -0.315 5.814 -4.088
H -0.812 4.248 -3.574
H -0.253 2.347 -2.594
H -0.042 2.071 -0.904
H 1.439 1.986 -1.976

=====

2.
63
Properties=species:S:1:pos:R:3 method="wB97M-V/def2-TZVPD" max_force_ha_per_bohr=0.0606 total_charge=+1 gap_ev=7.42 total_energy_ha=-3050.62083 homo_ev=-11.7
C -3.962 5.955 -1.946
O -4.331 4.572 -2.140
C -3.763 3.640 -1.312
C -3.872 2.273 -1.684
C -3.096 1.318 -1.027
C -2.203 1.630 0.040
C -1.723 0.506 0.894
O -1.736 0.809 2.244
C -2.357 -0.112 3.188
C -2.252 2.981 0.510
C -3.050 3.969 -0.119
H -4.298 6.452 -2.860
H -4.510 6.338 -1.078
H -2.880 6.097 -1.797
H -4.472 2.037 -2.555
H -3.172 0.277 -1.358
H -2.257 -0.480 0.610
H -2.142 0.272 4.196
H -3.456 -0.118 2.975
H -1.933 -1.144 3.113
H -1.656 3.276 1.375
H -3.039 5.026 0.231
C 5.634 -0.732 -1.461
C 4.387 0.137 -1.238
C 3.270 -0.711 -0.615
C 1.986 0.096 -0.350
Ge 0.646 -1.124 0.382
C 0.054 -2.538 -0.828
C -0.260 -2.057 -2.255
C -0.405 -3.304 -3.147
C -0.812 -2.968 -4.582
C 1.287 -2.237 1.908
C 1.965 -1.456 3.040
C 0.930 -0.747 3.918
C 1.616 0.022 5.066
H -0.527 -0.131 0.859
H 6.449 -0.137 -1.892
H 5.997 -1.176 -0.519
H 5.417 -1.569 -2.144
H 4.620 0.987 -0.577
H 4.036 0.552 -2.195
H 3.037 -1.570 -1.271
H 3.614 -1.152 0.339
H 2.157 0.887 0.399
H 1.593 0.578 -1.262
H 0.826 -3.346 -0.800
H -0.882 -2.959 -0.388
H -1.209 -1.483 -2.207
H 0.522 -1.374 -2.642
H 0.548 -3.859 -3.174
H -1.132 -3.991 -2.686
H -0.933 -3.903 -5.148
H -1.765 -2.413 -4.625
H -0.043 -2.358 -5.078
H 0.426 -2.843 2.253
H 2.003 -2.920 1.422
H 2.553 -2.157 3.659
H 2.676 -0.719 2.621
H 0.317 -0.047 3.313
H 0.217 -1.489 4.333
H 0.847 0.441 5.730
H 2.257 -0.650 5.670
H 2.244 0.843 4.671

=====

3.
69
Properties=species:S:1:pos:R:3 method="wB97M-V/def2-TZVPD" max_force_ha_per_bohr=0.0405 total_charge=0 gap_ev=8.05 total_energy_ha=-1723.52482 homo_ev=-7.6
Ta 0.544 0.021 -0.710
N -1.300 -0.756 -0.808
N 0.271 1.859 -1.452
N 1.809 -1.686 -0.130
N 2.711 0.286 -0.667
H -1.873 0.836 -2.078
C -2.280 -0.096 -1.664
H -3.199 0.150 -1.099
H -2.556 -0.755 -2.506
H -2.091 -2.685 -1.073
C -1.832 -1.992 -0.251
H -2.746 -1.804 0.345
H -1.090 -2.495 0.384
C 0.762 2.462 -2.684
H 1.515 3.238 -2.458
H 1.224 1.720 -3.345
H -0.072 2.935 -3.233
H 0.193 3.671 -0.351
C -0.469 2.841 -0.652
H -1.301 3.261 -1.243
H -0.882 2.384 0.258
C 1.770 -3.131 0.137
H 1.003 -3.565 -0.527
C 1.323 -3.378 1.569
H 0.344 -2.941 1.789
H 1.259 -4.458 1.741
H 2.054 -2.960 2.273
C 3.096 -3.814 -0.135
H 2.967 -4.893 0.007
H 3.442 -3.655 -1.158
H 3.861 -3.465 0.567
H 5.827 1.506 -1.331
C 5.130 0.709 -1.046
H 5.398 0.363 -0.042
H 5.243 -0.106 -1.766
C 3.725 1.273 -1.063
H 3.505 1.610 -2.092
C 3.560 2.465 -0.138
H 2.544 2.876 -0.178
H 3.766 2.162 0.896
H 4.270 3.250 -0.419
H 3.893 -1.494 -0.601
C 2.902 -1.024 -0.523
C 0.664 -0.727 -2.914
H 0.224 -1.714 -2.677
H -0.045 -0.120 -3.497
C 2.039 -0.734 -3.406
H 2.318 0.060 -4.107
C 2.908 -1.697 -2.968
H 2.522 -2.670 -2.641
H 3.975 -1.664 -3.204
C -6.948 1.602 3.550
C -5.525 1.236 3.265
C -4.547 2.228 3.312
C -3.222 1.927 3.014
C -2.943 0.642 2.537
C -3.881 -0.399 2.586
C -5.185 -0.073 2.909
S -0.306 0.229 2.604
O -1.802 0.420 1.800
O -0.179 1.410 3.460
O 0.455 0.520 1.238
H -7.078 2.045 4.548
H -7.285 2.345 2.811
H -7.588 0.713 3.483
H -4.824 3.255 3.567
H -2.438 2.680 3.012
H -3.574 -1.396 2.296
H -5.954 -0.845 2.883

=====

4.
67
Properties=species:S:1:pos:R:3 method="wB97M-V/def2-TZVPD" max_force_ha_per_bohr=0.0378 total_charge=0 smiles="C=CC(=O)OCCCCCCC(=O)O[C@@](O)(CCCCCCCCCC)[PH2]=O" gap_ev=9.93 total_energy_ha=-1616.25883 homo_ev=-9.9
C -0.299 -2.667 -0.565
C 0.700 -3.217 0.141
C 1.652 -4.233 -0.398
O 1.808 -5.257 0.250
O 2.246 -4.077 -1.611
C 2.859 -2.803 -1.823
C 4.228 -2.704 -1.176
C 4.231 -2.171 0.264
C 3.353 -0.947 0.534
C 3.400 0.173 -0.531
C 1.979 0.675 -0.787
C 1.914 1.733 -1.860
O 2.886 2.077 -2.497
O 0.657 2.266 -2.135
C 0.198 3.264 -1.270
O -0.777 3.956 -2.014
C -0.509 2.654 -0.012
C 0.145 2.890 1.348
C -0.442 2.041 2.497
C -0.588 0.537 2.203
C -1.999 -0.036 2.467
C -3.113 0.792 1.804
C -4.323 -0.083 1.375
C -4.521 -0.075 -0.152
C -4.928 -1.458 -0.725
C -3.923 -2.039 -1.734
P 1.496 4.582 -0.885
O 2.050 5.244 -2.075
H -0.172 -2.356 -1.595
H -1.266 -2.510 -0.109
H 0.862 -2.927 1.171
H 2.192 -1.989 -1.553
H 2.989 -2.718 -2.899
H 4.886 -2.082 -1.776
H 4.641 -3.710 -1.162
H 5.252 -2.013 0.599
H 3.854 -2.976 0.900
H 3.712 -0.506 1.463
H 2.316 -1.211 0.726
H 3.889 -0.109 -1.456
H 3.942 1.028 -0.136
H 1.298 -0.142 -1.025
H 1.638 1.111 0.150
H -1.235 4.566 -1.433
H -1.511 3.073 0.044
H -0.635 1.599 -0.240
H -0.015 3.934 1.619
H 1.222 2.740 1.350
H -1.361 2.499 2.852
H 0.265 2.134 3.319
H -0.253 0.265 1.205
H 0.074 0.000 2.883
H -2.109 -0.055 3.549
H -1.990 -1.050 2.074
H -3.412 1.597 2.470
H -2.656 1.262 0.937
H -5.213 0.252 1.898
H -4.102 -1.091 1.713
H -5.277 0.673 -0.379
H -3.613 0.234 -0.663
H -5.919 -1.360 -1.158
H -5.005 -2.161 0.100
H -3.045 -1.402 -1.819
H -4.358 -2.102 -2.727
H -3.556 -3.014 -1.428
H 2.471 3.940 -0.087
H 0.820 5.463 -0.012

=====

5.
94
Properties=species:S:1:pos:R:3 method="wB97M-V/def2-TZVPD" max_force_ha_per_bohr=0.1252 total_charge=+1 gap_ev=7.26 total_energy_ha=-13993.94122 homo_ev=-12.1
C -0.182 -1.864 -1.611
C 0.827 -3.137 -1.382
C 1.222 -3.399 0.214
C 1.215 -1.912 0.946
C 0.037 -1.609 1.994
C 0.194 -0.088 2.544
C 1.432 0.709 1.944
B 1.572 2.302 2.463
O 2.911 2.644 3.061
O 0.499 3.309 2.315
N 2.484 0.316 1.017
N 2.265 -0.953 0.615
H 0.322 -0.805 -1.458
H -1.185 -1.992 -0.996
H -0.499 -1.891 -2.762
H 1.832 -2.955 -1.966
H 0.275 -4.125 -1.755
H 0.540 -4.192 0.739
H 2.367 -3.733 0.189
H -0.805 -2.355 2.298
H -0.531 0.405 3.316
H 3.422 3.066 2.286
H -0.079 3.065 1.509
H 3.005 -1.300 -0.071
C -2.616 -5.909 -2.270
Cl -3.266 -4.446 -1.519
Cl -1.619 -5.513 -3.675
H -2.004 -6.442 -1.538
H -3.446 -6.544 -2.589
C 5.335 1.716 5.429
Cl 6.899 2.521 5.250
Cl 5.521 0.122 6.171
H 4.689 2.330 6.061
H 4.881 1.598 4.442
C 1.610 4.799 -0.600
Cl 3.077 3.852 -0.325
Cl 1.019 4.590 -2.253
H 0.837 4.469 0.099
H 1.832 5.856 -0.433
C -1.747 6.776 -1.033
Cl -0.183 7.581 -1.212
Cl -1.561 5.183 -0.291
H -2.392 7.390 -0.401
H -2.201 6.658 -2.020
C 0.491 11.609 -1.743
Cl 0.158 13.344 -1.740
Cl -0.941 10.686 -2.215
H 1.297 11.402 -2.452
H 0.796 11.303 -0.739
C 4.450 -5.670 -1.054
Cl 4.116 -3.934 -1.051
Cl 3.018 -6.592 -1.526
H 5.256 -5.876 -1.763
H 4.755 -5.975 -0.050
C 1.883 -5.036 -5.324
Cl 0.437 -4.018 -5.321
Cl 2.899 -4.701 -3.917
H 1.579 -6.085 -5.303
H 2.456 -4.836 -6.233
C 8.867 -1.054 6.807
Cl 9.889 -0.524 5.466
Cl 9.519 -2.511 7.567
H 8.817 -0.256 7.553
H 7.865 -1.268 6.428
C -4.989 4.215 0.548
Cl -5.098 5.749 -0.323
Cl -5.919 2.952 -0.267
H -3.941 3.908 0.599
H -5.383 4.351 1.558
C -7.277 -5.168 -2.770
Cl -6.255 -4.639 -4.112
Cl -6.625 -6.625 -2.011
H -7.327 -4.371 -2.025
H -8.279 -5.383 -3.149
C -3.672 -8.927 0.473
Cl -2.740 -7.445 0.721
Cl -3.876 -9.270 -1.249
H -3.145 -9.761 0.942
H -4.657 -8.808 0.932
C -11.321 -4.766 -3.318
Cl -10.299 -4.236 -4.660
Cl -10.670 -6.223 -2.559
H -11.372 -3.968 -2.573
H -12.324 -4.980 -3.698
C 8.323 0.718 1.912
Cl 6.650 1.155 2.280
Cl 8.400 -0.441 0.580
H 8.873 1.620 1.632
H 8.777 0.271 2.800
C -4.199 10.918 0.381
Cl -5.855 10.741 -0.212
Cl -3.283 9.421 0.170
H -3.705 11.719 -0.176
H -4.227 11.172 1.443

=====

6.
76
Properties=species:S:1:pos:R:3 method="wB97M-V/def2-TZVPD" max_force_ha_per_bohr=0.0168 total_charge=+1 gap_ev=9.52 total_energy_ha=-4369.49599 homo_ev=-11.6
N 3.096 -3.455 2.314
C 2.298 -2.772 1.317
N 1.962 -1.478 1.872
N 3.146 -2.603 0.150
C 1.077 -3.636 0.808
C -0.269 -3.189 1.316
C -0.720 -3.482 2.735
C -2.190 -3.006 2.701
C -2.664 -3.229 1.252
O -2.886 -2.015 0.621
C -3.825 -4.225 1.083
C -5.190 -3.575 0.873
C -5.594 -2.542 1.926
Br -6.386 -0.964 1.095
N -1.424 -3.803 0.581
H 3.262 -4.416 2.055
H 2.681 -3.409 3.234
H 1.364 -1.486 2.686
H 1.638 -0.827 1.171
H 2.605 -2.200 -0.607
H 3.839 -1.898 0.382
H 1.247 -4.671 1.118
H 1.084 -3.645 -0.283
H -0.390 -2.117 1.150
H -0.695 -4.564 2.905
H -0.141 -3.011 3.521
H -2.199 -1.929 2.878
H -2.824 -3.491 3.437
H -3.169 -2.269 -0.268
H -3.838 -4.925 1.921
H -3.627 -4.830 0.192
H -5.254 -3.138 -0.123
H -5.925 -4.380 0.885
H -6.358 -2.911 2.599
H -4.757 -2.153 2.493
H -1.381 -4.819 0.670
H -1.396 -3.598 -0.424
C 1.929 5.044 1.583
C 2.082 3.573 1.858
C 3.479 3.135 2.251
O 3.549 1.799 1.724
C 2.680 1.714 0.701
O 2.634 0.802 -0.071
O 1.881 2.791 0.654
H 2.458 5.330 0.678
H 0.881 5.304 1.438
H 2.312 5.627 2.422
H 1.352 3.224 2.593
H 3.648 3.114 3.324
H 4.248 3.742 1.767
C -6.386 -2.101 -4.375
C -5.127 -1.661 -3.677
C -3.924 -1.430 -4.573
O -2.823 -1.790 -3.708
C -3.286 -2.630 -2.791
O -2.588 -3.247 -2.022
O -4.615 -2.710 -2.805
H -6.261 -3.101 -4.789
H -7.228 -2.122 -3.685
H -6.623 -1.409 -5.183
H -5.312 -0.789 -3.045
H -3.808 -0.403 -4.902
H -3.913 -2.099 -5.435
C 6.575 7.741 -2.998
C 5.721 7.815 -1.759
C 5.943 6.703 -0.750
O 4.644 6.559 -0.157
C 3.724 7.000 -1.050
O 2.550 6.851 -0.938
O 4.327 7.623 -2.079
H 6.291 6.878 -3.601
H 6.453 8.633 -3.610
H 7.627 7.653 -2.725
H 5.813 8.792 -1.280
H 6.672 6.947 0.017
H 6.215 5.761 -1.232